A 2-piece molecular cluster, C5H8O overall, computed with ωB97M-V with the def2-TZVPD basis set.

Structure (XYZ):
```
14
Properties=species:S:1:pos:R:3:nbo_charge:R:1
C 2.27295 -0.16277 0.57986 -0.61
C 0.87586 0.11854 0.08795 -0.50
C -1.67542 -0.26403 -1.19237 -0.31
C -1.89472 0.66561 -0.25336 -0.44
C -0.17239 -0.32053 0.78779 0.66
O -0.63462 -1.00539 1.63488 -0.53
H 2.67866 0.68098 1.13853 0.21
H 2.28748 -1.02864 1.23669 0.22
H 2.96277 -0.35805 -0.24881 0.22
H 0.74901 0.82565 -0.70727 0.23
H -1.26676 -0.02766 -2.17024 0.20
H -1.90057 -1.31462 -1.04440 0.21
H -1.76054 1.71945 -0.45330 0.21
H -2.52173 0.47146 0.60407 0.23
```

Calculated values
**Highest occupied orbital energy**: -8.3 eV
**Orbital gap**: 8.97 eV
**Energy**: -270.4561 hartree
**SMILES string**: CC=C=O.C=C



C20H18BrMnN2O6PS4 as an isolated structure, computed with ωB97M-V with the def2-TZVPD basis set.

Structure (XYZ):
```
53
Properties=species:S:1:pos:R:3:nbo_charge:R:1
Mn 0.83894 -0.63628 -0.96458 0.52
Br 2.33249 1.25220 -0.29461 0.28
C 2.07045 0.99791 1.57633 -0.01
C 2.67555 1.85574 2.44043 -0.26
C 2.47013 1.67149 3.82368 -0.21
C 1.68156 0.65070 4.26312 -0.19
C 1.05668 -0.24014 3.35544 0.03
C 0.23743 -1.29595 3.82000 -0.23
C -0.36133 -2.13190 2.92769 -0.19
C -0.16799 -1.95994 1.53778 -0.26
C 0.61460 -0.95823 1.01018 -0.20
C 1.23896 -0.07926 1.95802 -0.15
H 3.28481 2.67171 2.07812 0.23
H 2.93586 2.35128 4.52449 0.21
H 1.51204 0.50781 5.32349 0.21
H 0.08875 -1.41260 4.88658 0.21
H -1.00177 -2.93192 3.27849 0.21
H -0.68643 -2.65227 0.88522 0.21
S -0.49555 -2.42297 -1.57020 -0.20
S -0.53808 -2.66394 -3.56522 0.14
S 0.15048 -0.98715 -4.45129 0.20
S 1.53022 -0.18143 -3.24766 -0.32
C 4.06023 -2.00416 -1.89377 -0.96
P 2.73298 -2.11068 -0.64788 1.09
C 2.33479 -3.88403 -0.64394 -0.95
C 3.68188 -1.94548 0.90064 -0.96
H 4.85668 -2.71438 -1.66295 0.22
H 4.47079 -0.99360 -1.89629 0.24
H 3.65795 -2.20519 -2.88507 0.26
H 3.23390 -4.46247 -0.42224 0.22
H 1.93678 -4.17483 -1.61512 0.25
H 1.57222 -4.08415 0.10805 0.26
H 4.53998 -2.61925 0.87230 0.22
H 3.05061 -2.19360 1.75303 0.26
H 4.03540 -0.92252 1.02365 0.25
O -0.58717 1.96207 0.51280 -0.66
C -1.16190 1.41729 -0.41226 0.77
O -0.65277 0.42743 -1.10894 -0.76
C -2.46509 1.91129 -0.96938 -0.10
C -3.04851 3.03087 -0.37329 -0.26
C -4.24937 3.47066 -0.91325 0.00
C -4.87466 2.87144 -1.98201 -0.20
C -4.26851 1.74176 -2.57131 0.04
C -3.05088 1.26983 -2.04479 -0.20
N -4.85848 1.11295 -3.65174 0.39
O -4.28500 0.09881 -4.15556 -0.58
O -5.95731 1.55999 -4.09361 -0.57
N -4.89111 4.65447 -0.30591 0.54
O -4.34255 5.16811 0.65574 -0.41
O -5.95205 5.03781 -0.76386 -0.40
H -2.58733 3.52576 0.46500 0.25
H -5.80655 3.24306 -2.37637 0.27
H -2.59273 0.40590 -2.49721 0.25
```

Calculated values
**⟨S²⟩**: 6.077
**Spin multiplicity**: 5
**Highest occupied orbital energy (alpha / beta)**: -2.1 / -5.3 eV
**Orbital gap (alpha / beta)**: 3.61 / 5.04 eV
**Net charge**: -1
**Energy**: -6992.9241 hartree



C38H38FeN5O2Sb2Se2 as an isolated structure, computed with ωB97M-V with the def2-TZVPD basis set.

Structure (XYZ):
```
88
Properties=species:S:1:pos:R:3:mulliken_spin:R:1
Fe -0.43123 -0.03303 0.11538 3.67
O 3.65892 5.10085 -2.57745 0.44
C 3.88634 4.75717 -1.43719 0.06
O 4.59814 4.95012 -0.48447 0.30
C 2.78029 3.56984 -1.05347 0.21
C 1.82874 3.19913 -1.97665 -0.03
C 0.93423 2.20219 -1.59575 0.04
N 1.02590 1.59845 -0.41354 -0.02
C 1.93185 1.99538 0.48255 0.06
C 2.84347 3.00639 0.20220 -0.01
C 1.86185 1.32769 1.80993 -0.03
C 2.77845 1.58130 2.81911 0.00
C 2.61080 0.96752 4.05102 0.00
C 1.53568 0.11674 4.23010 0.00
C 0.67995 -0.10155 3.16151 0.00
N 0.83014 0.48435 1.97527 0.05
C -0.22098 1.79808 -2.43751 0.04
C -0.47769 2.38992 -3.66731 0.00
C -1.62529 2.04381 -4.35859 0.00
C -2.47718 1.10488 -3.80428 0.00
C -2.12796 0.53675 -2.59221 0.00
N -1.03304 0.87214 -1.90918 0.02
H 1.78952 3.68372 -2.93697 -0.01
H 3.56876 3.35691 0.91744 0.00
H 3.61750 2.24146 2.65854 0.00
H 3.31284 1.15160 4.85218 0.00
H 1.36120 -0.37912 5.17362 0.00
H -0.15701 -0.77541 3.25993 0.00
H 0.19705 3.12002 -4.08768 0.00
H -1.84677 2.50097 -5.31342 0.00
H -3.38678 0.80176 -4.30246 0.00
H -2.74172 -0.24348 -2.16173 -0.01
C 4.02322 -0.00708 -1.30402 0.00
Sb 2.64542 -1.32421 -0.31945 0.01
C 3.81715 -1.70904 1.43478 0.01
C 3.37311 -3.03823 -1.45393 0.00
C 2.81445 -4.39236 -1.15206 0.00
C 3.44159 -5.16600 -0.17240 0.00
C 3.03551 -6.45947 0.11265 0.00
C 1.97299 -7.00761 -0.59372 0.00
C 1.34096 -6.24786 -1.56466 0.00
C 1.74252 -4.94347 -1.86071 0.00
C 1.03767 -4.20034 -2.94756 0.01
Sb -0.49820 -2.81654 -2.28760 0.04
C -1.11060 -2.34860 -4.28753 0.00
C -1.94901 -4.33968 -1.85853 0.00
H 4.96883 -0.53564 -1.41945 0.00
H 4.19312 0.89881 -0.72398 0.00
H 3.64199 0.26160 -2.28807 0.00
H 4.84357 -1.39215 1.26262 0.00
H 3.79849 -2.77547 1.64979 0.00
H 3.40916 -1.17583 2.29133 0.00
H 4.43649 -3.03004 -1.21398 0.00
H 3.26759 -2.75226 -2.49975 0.00
H 4.30234 -4.75685 0.34299 0.00
H 3.56286 -7.04349 0.85392 0.00
H 1.65603 -8.02434 -0.40928 0.00
H 0.53433 -6.68603 -2.13924 0.00
H 0.49209 -4.89703 -3.58374 0.00
H 1.71629 -3.63235 -3.58315 0.00
H -1.02509 -3.24089 -4.90526 0.00
H -0.46824 -1.56806 -4.69227 0.00
H -2.14136 -2.00464 -4.30338 0.00
H -2.47043 -4.63585 -2.76565 0.00
H -2.67072 -3.98945 -1.12327 0.00
H -1.42494 -5.20162 -1.44828 0.00
Se -3.06944 -0.83870 2.60943 0.00
Se -3.47826 -0.09516 0.45309 0.02
C -2.93587 1.71823 0.76259 0.01
C -3.87792 2.72006 0.90556 0.00
C -3.42325 4.00333 1.17552 0.00
C -2.06218 4.21305 1.30530 0.00
C -1.20034 3.14163 1.13306 0.00
N -1.62021 1.90793 0.85040 0.03
C -1.85718 -2.24601 2.11803 0.01
C -2.01746 -3.42677 2.82848 0.00
C -1.19947 -4.50165 2.53500 0.00
C -0.28412 -4.36710 1.50841 0.00
C -0.20136 -3.15458 0.85412 0.01
N -0.94147 -2.07672 1.15390 0.07
H -4.93183 2.49818 0.82194 0.00
H -4.12349 4.81796 1.29921 0.00
H -1.66544 5.19100 1.53429 0.00
H -0.13286 3.28136 1.22618 0.00
H -2.79096 -3.50055 3.58005 0.00
H -1.30663 -5.43555 3.06970 0.00
H 0.35366 -5.18039 1.19964 0.00
H 0.48967 -3.04420 0.03967 0.00
```

Calculated values
**⟨S²⟩**: 8.768
**Spin multiplicity**: 6
**Highest occupied orbital energy (alpha / beta)**: -12.6 / -12.6 eV
**Orbital gap (alpha / beta)**: 6.59 / 4.36 eV
**Net charge**: +2
**Energy**: -8441.6638 hartree



One molecule with the formula C4H8O2, computed with ωB97M-V with the def2-TZVPD basis set.

Structure (XYZ):
```
14
Properties=species:S:1:pos:R:3:nbo_charge:R:1
O -0.00390 2.07675 0.10844 -0.73
C -0.80618 0.90074 0.41170 -0.08
C -0.19461 -0.53804 0.44591 0.15
O 0.55282 -0.91031 1.58894 -0.72
C 0.67035 -0.18083 -0.83281 -0.40
C 0.12679 -1.52133 -0.65042 -0.42
H 0.09110 2.22180 -0.84727 0.46
H -1.68734 0.90503 -0.22875 0.19
H -1.04302 1.11855 1.44281 0.19
H 0.17432 -0.50773 2.37881 0.48
H 1.63890 0.15318 -0.51303 0.24
H 0.19634 0.41159 -1.62212 0.19
H -0.60996 -1.90225 -1.34181 0.22
H 0.89437 -2.22716 -0.34040 0.25
```

Calculated values
**Highest occupied orbital energy**: -8.5 eV
**Orbital gap**: 9.36 eV
**Energy**: -307.5666 hartree
**SMILES string**: OCC1(O)CC1



A 12-piece molecular cluster, C26H56F15N7O22S5 overall, computed with ωB97M-V with the def2-TZVPD basis set.

Structure (XYZ):
```
131
Properties=species:S:1:pos:R:3:lowdin_charge:R:1
C -6.36498 -0.54602 3.15258 0.02
C -5.23139 0.40112 3.57248 -0.34
O -4.48045 0.98130 2.76866 0.14
N -5.00630 0.56532 5.01185 0.11
H -5.37051 1.40112 5.44645 0.19
H -5.59811 -0.15780 5.39521 0.16
C -3.49808 0.33481 5.41786 0.08
H -7.41823 -0.26538 3.15152 0.10
H -6.17492 -1.54535 3.54414 0.09
H -6.34012 -0.82855 2.10013 0.09
H -3.55595 0.52768 6.48910 0.11
H -2.90041 1.11093 4.93981 0.06
H -3.19258 -0.67922 5.15995 0.11
C 3.89248 -1.25317 0.05111 0.03
C 5.15527 -1.78017 -0.51906 -0.27
O 6.27479 -1.62929 0.00552 0.14
N 5.03903 -2.59848 -1.92388 0.10
H 4.10000 -2.51406 -2.28611 0.04
H 5.59421 -2.07612 -2.58646 0.16
C 5.58709 -4.05161 -1.75604 0.04
H 3.69568 -0.18121 0.06826 0.10
H 3.91579 -1.48472 1.11597 0.09
H 3.03008 -1.64802 -0.48595 0.07
H 6.63559 -3.94902 -1.47637 0.10
H 5.38044 -4.50356 -2.72617 0.10
H 5.04717 -4.52847 -0.93800 0.09
C -3.45464 0.86401 -3.17042 0.02
C -2.12871 1.06701 -3.93009 -0.31
O -1.12137 0.36373 -3.80206 0.12
N -2.22515 2.27422 -4.85707 0.10
H -1.75128 2.07405 -5.72625 0.17
H -3.18296 2.49541 -5.08895 0.18
C -1.44116 3.45190 -4.29757 0.06
H -4.18293 0.42779 -3.85409 0.10
H -3.88174 1.76600 -2.73213 0.06
H -3.41014 0.24776 -2.27245 0.09
H -0.39554 3.14405 -4.29566 0.08
H -1.69838 3.65654 -3.25831 0.09
H -1.56805 4.22873 -5.05159 0.12
C -0.92390 0.70130 2.24041 0.03
C 0.10230 0.67714 1.17701 -0.36
O 1.27379 0.91718 1.32193 0.15
N -0.50454 0.57450 -0.22308 0.12
H -1.12835 1.32744 -0.47615 0.10
H 0.29731 0.78383 -0.80043 0.07
C -1.08244 -0.80967 -0.52718 0.02
H -0.45690 1.00062 3.17871 0.08
H -1.50590 -0.19646 2.44877 0.09
H -1.66566 1.48454 2.08410 0.10
H -1.42345 -0.84089 -1.56199 0.06
H -1.85082 -1.03651 0.21190 0.10
H -0.26937 -1.53524 -0.50332 0.06
C 1.85638 4.05115 1.93419 0.04
C 1.32840 5.01995 0.92169 -0.37
O 0.16249 5.15444 0.69537 0.19
N 2.47710 5.65880 0.10781 0.12
H 3.09711 6.25946 0.63211 0.17
H 2.94977 4.87903 -0.32651 0.12
C 1.99610 6.56491 -1.06397 0.03
H 1.18549 3.78443 2.75081 0.11
H 2.81992 4.41734 2.28858 0.10
H 2.00526 3.14314 1.34984 0.07
H 1.54106 7.47090 -0.66370 0.10
H 1.33434 6.02873 -1.74418 0.09
H 2.83181 6.91607 -1.66925 0.10
C 0.76621 -4.73014 0.80926 0.03
C 1.12501 -3.49762 1.66729 -0.33
O 0.65507 -2.41303 1.44772 0.15
N 2.18709 -3.69771 2.74678 0.10
H 2.87397 -4.38702 2.47633 0.16
H 2.81082 -2.91383 2.87557 0.08
C 1.53587 -4.18026 4.10260 0.09
H 1.61266 -5.15981 0.27354 0.08
H -0.01015 -4.46934 0.08998 0.09
H 0.29601 -5.58737 1.29110 0.10
H 0.78985 -4.92185 3.81695 0.09
H 1.26058 -3.25205 4.60334 0.11
H 2.36665 -4.66755 4.61294 0.11
C -1.01196 -5.22683 -7.16370 0.03
C -1.93347 -4.16486 -6.64401 -0.31
O -3.10694 -4.11756 -7.00991 0.14
N -1.42683 -3.05821 -5.67261 0.11
H -0.44518 -3.15210 -5.45435 0.06
H -1.35177 -2.20926 -6.21460 0.17
C -2.35851 -2.72261 -4.50882 0.03
H -0.52185 -5.75953 -6.34876 0.10
H -0.26794 -4.73402 -7.78954 0.11
H -1.48645 -5.99095 -7.77940 0.11
H -2.98903 -3.55061 -4.18485 0.11
H -3.05739 -1.97123 -4.87638 0.09
H -1.74078 -2.24008 -3.75141 0.06
C -0.89876 3.07497 7.78830 -0.66
F -1.16561 4.35506 7.91223 0.15
F 0.07913 2.81377 8.63066 0.16
F -2.03213 2.42815 8.17578 0.08
S -0.44665 2.58432 5.99837 0.48
O 0.79445 3.28083 5.68177 -0.32
O -0.43705 1.15144 5.84692 -0.36
O -1.53376 3.02304 5.07407 -0.39
C 2.83034 2.31878 -3.88302 -0.59
F 1.76424 2.17168 -4.68007 0.10
F 3.62879 1.24392 -4.04394 0.13
F 3.35461 3.52290 -4.14646 0.15
S 2.16288 2.32927 -2.03587 0.53
O 0.99661 3.20975 -1.90162 -0.33
O 1.84578 0.93774 -1.62023 -0.35
O 3.25808 2.90106 -1.28191 -0.33
C 1.61034 -5.01702 -2.93676 -0.63
F 1.95631 -5.72125 -3.95345 0.19
F 0.47466 -5.58548 -2.46958 0.12
F 2.59564 -5.08187 -1.97602 0.08
S 1.35292 -3.21088 -3.47548 0.60
O 1.12276 -3.29462 -4.90629 -0.31
O 0.26135 -2.70194 -2.65346 -0.32
O 2.64003 -2.53146 -3.07143 -0.35
C -5.24805 3.44048 -0.65584 -0.62
F -5.62951 2.32629 -0.01515 0.11
F -5.48480 3.31544 -1.94485 0.11
F -5.96115 4.55705 -0.27421 0.11
S -3.34383 3.72067 -0.38053 0.54
O -2.71650 2.40305 -0.62654 -0.39
O -2.97368 4.78976 -1.32000 -0.34
O -3.24541 4.14739 1.04267 -0.32
C 2.84050 0.52528 4.90120 -0.61
F 2.69868 1.21398 6.04968 0.13
F 1.68086 -0.00104 4.53539 0.10
F 3.41545 1.37213 3.98744 0.09
S 4.03517 -0.95236 5.20945 0.59
O 3.67100 -1.48933 6.55232 -0.35
O 3.82856 -1.93777 4.06627 -0.43
O 5.42529 -0.41681 5.24520 -0.34
```

Calculated values
**Highest occupied orbital energy**: -11.2 eV
**Orbital gap**: 5.69 eV
**Net charge**: +2
**Energy**: -6551.0565 hartree



A 2-piece molecular cluster, C4H7F2N overall, computed with ωB97M-V with the def2-TZVPD basis set.

Structure (XYZ):
```
14
Properties=species:S:1:pos:R:3:nbo_charge:R:1
C 0.78469 0.71482 -1.25100 -0.33
C 0.80567 0.56025 0.07569 -0.29
C 0.28546 -0.57711 0.72172 0.08
C -2.40973 0.53946 0.13823 0.31
N 0.47061 -0.79081 2.06399 -0.74
F -3.11158 -0.61091 0.54229 -0.40
F -2.24874 0.56686 -1.19139 -0.36
H 1.26005 1.61949 -1.59450 0.21
H 0.33650 -0.02326 -1.77274 0.20
H 1.37296 1.21878 0.68664 0.19
H -0.48085 -1.15149 0.29222 0.22
H -2.82753 1.48715 0.41429 0.10
H 1.14494 -0.12439 2.48989 0.40
H 0.12839 -1.59877 2.46122 0.40
```

Calculated values
**Highest occupied orbital energy (alpha / beta)**: -6.0 / -6.0 eV
**Orbital gap (alpha / beta)**: 5.57 / 5.57 eV
**Energy**: -410.9140 hartree